[1]
{
  "formula": "C44H47N2O2",
  "method": "the ωB97M-V functional and the def2-TZVPD basis",
  "elements": ["C", "C", "C", "C", "C", "C", "N", "C", "N", "C", "C", "C", "C", "C", "C", "C", "C", "C", "C", "C", "C", "C", "C", "H", "H", "H", "H", "H", "H", "H", "H", "H", "H", "H", "H", "H", "H", "H", "H", "H", "H", "H", "H", "H", "H", "H", "H", "H", "H", "C", "O", "C", "C", "C", "C", "C", "C", "C", "C", "C", "C", "C", "C", "C", "C", "C", "C", "C", "O", "C", "C", "C", "C", "C", "H", "H", "H", "H", "H", "H", "H", "H", "H", "H", "H", "H", "H", "H", "H", "H", "H", "H", "H", "H", "H"],
  "positions_angstrom": [[-6.056, 0.588, -1.929], [-4.568, 0.761, -2.052], [-4.013, 2.027, -1.859], [-2.645, 2.252, -1.981], [-2.139, 3.644, -1.774], [-1.809, 1.180, -2.325], [-0.459, 1.473, -2.687], [0.684, 0.990, -2.177], [1.745, 1.619, -2.710], [3.093, 1.332, -2.445], [3.398, -0.029, -2.140], [2.360, -0.974, -1.940], [4.763, -0.391, -2.051], [5.766, 0.564, -2.146], [7.193, 0.142, -1.992], [5.419, 1.909, -2.339], [4.084, 2.322, -2.434], [3.773, 3.793, -2.453], [1.314, 2.524, -3.783], [-0.170, 2.314, -3.847], [-2.329, -0.109, -2.508], [-1.480, -1.237, -2.985], [-3.709, -0.297, -2.373], [-6.344, -0.433, -2.189], [-6.389, 0.796, -0.904], [-6.613, 1.279, -2.578], [-4.654, 2.886, -1.629], [-1.246, 3.700, -1.144], [-1.953, 4.187, -2.710], [-2.921, 4.216, -1.259], [2.354, -1.587, -1.032], [0.704, 0.198, -1.400], [1.841, -1.366, -2.818], [5.010, -1.438, -1.861], [7.864, 0.967, -2.239], [7.395, -0.184, -0.963], [7.421, -0.704, -2.649], [6.222, 2.653, -2.370], [4.477, 4.337, -1.804], [3.873, 4.238, -3.458], [2.772, 4.001, -2.055], [1.548, 3.572, -3.560], [1.819, 2.254, -4.721], [-0.462, 1.766, -4.756], [-0.740, 3.242, -3.789], [-2.034, -2.170, -2.859], [-1.237, -1.157, -4.053], [-0.544, -1.328, -2.432], [-4.140, -1.284, -2.556], [-6.475, 1.191, 4.802], [-5.117, 1.686, 4.878], [-4.112, 0.914, 4.385], [-2.854, 1.548, 4.232], [-1.853, 0.911, 3.530], [-2.036, -0.414, 3.045], [-0.997, -1.090, 2.256], [-0.168, -0.288, 1.426], [1.071, -0.653, 0.905], [2.253, 0.191, 0.941], [3.532, -0.409, 1.095], [4.672, 0.375, 1.205], [4.551, 1.771, 1.160], [3.301, 2.371, 0.980], [2.150, 1.595, 0.884], [-0.765, -2.521, 2.453], [-0.977, -3.075, 3.747], [-0.825, -4.412, 4.010], [-0.457, -5.284, 2.954], [-0.399, -6.608, 3.263], [0.083, -7.562, 2.284], [-0.205, -4.760, 1.663], [-0.370, -3.402, 1.427], [-3.257, -1.073, 3.327], [-4.306, -0.423, 3.958], [-7.097, 2.042, 5.084], [-6.743, 0.862, 3.786], [-6.628, 0.363, 5.511], [-2.713, 2.542, 4.656], [-0.901, 1.422, 3.361], [-0.508, 0.741, 1.271], [1.251, -1.712, 0.719], [3.601, -1.500, 1.146], [5.653, -0.098, 1.313], [5.448, 2.392, 1.212], [3.224, 3.456, 0.917], [1.165, 2.054, 0.786], [-1.237, -2.424, 4.577], [-0.990, -4.834, 4.998], [-0.096, -8.536, 2.746], [-0.461, -7.489, 1.333], [1.154, -7.410, 2.101], [0.113, -5.421, 0.849], [-0.243, -3.028, 0.411], [-3.412, -2.101, 2.994], [-5.255, -0.937, 4.133]],
  "lowdin_charge": [-0.045, -0.250, 0.000, -0.196, -0.040, -0.133, 0.003, -0.003, 0.025, -0.127, -0.231, -0.026, 0.001, -0.277, -0.046, 0.003, -0.204, -0.051, -0.068, -0.071, -0.190, -0.026, 0.010, 0.077, 0.087, 0.090, 0.129, 0.088, 0.079, 0.086, 0.028, 0.114, 0.067, 0.131, 0.079, 0.082, 0.088, 0.126, 0.090, 0.096, 0.070, 0.111, 0.150, 0.145, 0.106, 0.086, 0.100, 0.054, 0.122, -0.054, -0.080, -0.252, 0.012, -0.014, -0.186, -0.084, -0.031, -0.025, -0.241, -0.032, -0.070, -0.069, -0.075, -0.038, -0.180, -0.019, 0.018, -0.248, -0.080, -0.047, 0.002, -0.024, -0.017, -0.001, 0.095, 0.097, 0.097, 0.126, 0.119, 0.107, 0.088, 0.125, 0.115, 0.111, 0.109, 0.107, 0.126, 0.127, 0.097, 0.089, 0.100, 0.110, 0.115, 0.127, 0.112],
  "lumo_ha": -0.153,
  "total_charge": 1,
  "relative_energy_kj_mol": 179.18
}

***

[2]
{
  "formula": "C44H47N4RuSSb2",
  "method": "the ωB97M-V functional and the def2-TZVPD basis",
  "elements": ["Ru", "C", "C", "C", "C", "N", "C", "C", "C", "C", "C", "C", "N", "C", "C", "C", "C", "C", "N", "H", "H", "H", "H", "H", "H", "H", "H", "H", "H", "H", "C", "C", "C", "C", "C", "C", "C", "C", "S", "C", "N", "C", "C", "C", "C", "C", "C", "C", "C", "H", "H", "H", "H", "H", "H", "H", "H", "H", "H", "H", "H", "H", "H", "H", "H", "C", "Sb", "C", "C", "C", "C", "C", "C", "C", "C", "C", "Sb", "C", "C", "H", "H", "H", "H", "H", "H", "H", "H", "H", "H", "H", "H", "H", "H", "H", "H", "H", "H", "H", "H"],
  "positions_angstrom": [[-1.199, 0.886, 0.114], [-1.305, 1.021, 4.496], [-0.036, 0.586, 4.814], [0.830, 0.230, 3.786], [0.405, 0.317, 2.478], [-0.837, 0.756, 2.170], [-1.667, 1.094, 3.158], [1.261, -0.077, 1.311], [2.561, -0.558, 1.360], [3.209, -0.831, 0.163], [2.583, -0.568, -1.046], [1.281, -0.089, -1.026], [0.658, 0.079, 0.137], [0.443, 0.290, -2.213], [0.902, 0.211, -3.511], [0.064, 0.574, -4.558], [-1.214, 1.004, -4.270], [-1.614, 1.059, -2.943], [-0.813, 0.712, -1.935], [-2.009, 1.309, 5.265], [0.281, 0.519, 5.847], [1.834, -0.106, 4.008], [-2.643, 1.443, 2.849], [3.076, -0.685, 2.303], [4.226, -1.202, 0.173], [3.111, -0.712, -1.979], [1.907, -0.136, -3.710], [0.409, 0.518, -5.582], [-1.902, 1.293, -5.053], [-2.600, 1.406, -2.662], [4.975, 1.664, 0.013], [4.955, 3.184, 0.077], [5.665, 3.729, -1.171], [5.720, 3.618, 1.339], [3.530, 3.746, 0.139], [3.400, 5.143, 0.214], [2.177, 5.757, 0.292], [1.040, 4.958, 0.280], [-0.598, 5.484, 0.340], [-1.119, 3.851, 0.250], [-0.159, 2.951, 0.185], [1.113, 3.571, 0.198], [2.381, 2.964, 0.135], [-2.532, 3.518, 0.206], [-3.527, 4.503, 0.251], [-4.855, 4.154, 0.147], [-5.186, 2.812, -0.015], [-4.185, 1.849, -0.056], [-2.816, 2.162, 0.076], [6.009, 1.315, -0.036], [4.452, 1.298, -0.875], [4.513, 1.229, 0.903], [6.679, 3.326, -1.230], [5.741, 4.817, -1.153], [5.127, 3.443, -2.079], [6.711, 3.158, 1.352], [5.185, 3.309, 2.241], [5.855, 4.699, 1.380], [4.289, 5.761, 0.214], [2.096, 6.835, 0.359], [2.449, 1.885, 0.081], [-3.259, 5.549, 0.365], [-5.626, 4.913, 0.170], [-6.226, 2.524, -0.115], [-4.484, 0.821, -0.205], [-4.580, -1.061, 1.610], [-2.823, -1.493, 0.480], [-3.741, -1.576, -1.447], [-3.154, -3.683, 0.940], [-2.917, -4.602, -0.161], [-3.936, -4.815, -1.107], [-3.733, -5.601, -2.209], [-2.471, -6.231, -2.428], [-1.479, -6.098, -1.509], [-1.671, -5.327, -0.329], [-0.660, -5.348, 0.686], [0.710, -3.551, 0.539], [2.316, -4.493, 1.577], [1.404, -4.102, -1.408], [-5.435, -1.519, 1.113], [-4.730, 0.011, 1.693], [-4.471, -1.486, 2.610], [-4.743, -1.999, -1.381], [-3.138, -2.187, -2.121], [-3.796, -0.563, -1.841], [-4.210, -3.627, 1.194], [-2.550, -3.871, 1.826], [-4.900, -4.349, -0.948], [-4.537, -5.753, -2.918], [-2.318, -6.841, -3.310], [-0.544, -6.629, -1.639], [0.062, -6.150, 0.535], [-1.024, -5.334, 1.712], [2.373, -5.539, 1.272], [2.164, -4.437, 2.654], [3.250, -3.993, 1.316], [1.856, -5.093, -1.348], [2.153, -3.388, -1.750], [0.576, -4.118, -2.117]],
  "mulliken_spin": [0.030, 0.001, -0.001, 0.001, 0.000, -0.006, 0.000, 0.015, -0.010, -0.001, -0.001, -0.008, 0.001, -0.001, 0.002, 0.001, 0.000, 0.001, -0.008, 0.000, 0.000, 0.000, 0.000, -0.002, -0.001, 0.000, 0.000, 0.000, 0.000, 0.000, 0.000, 0.000, 0.000, 0.000, 0.000, 0.000, 0.000, 0.000, 0.000, -0.004, 0.002, 0.001, 0.006, 0.006, 0.000, 0.000, -0.001, 0.006, -0.004, 0.000, 0.000, 0.000, 0.000, 0.000, 0.000, 0.000, 0.000, 0.000, 0.000, 0.000, -0.005, 0.000, 0.000, 0.000, -0.002, 0.014, 0.066, -0.003, 0.007, 0.168, -0.044, 0.151, 0.069, -0.007, 0.184, 0.114, 0.195, -0.006, 0.005, 0.000, 0.001, 0.000, 0.001, 0.000, 0.000, 0.008, 0.009, 0.002, 0.001, 0.002, 0.000, 0.012, 0.018, 0.004, 0.000, 0.003, 0.005, 0.002, -0.003],
  "lumo_ha": [-0.199, -0.315],
  "total_charge": 2,
  "relative_energy_kj_mol": 97.98,
  "spin_multiplicity": 2
}

***

| no. | E (hartree) |
| --- | --- |
| 1 | -1964.47678 |
| 2 | -2896.97996 |